1.
A cluster of 6 separate species, C14H43N3O6 in total in a non-equilibrium geometry. Source: the OMol25 dataset; level of theory: ωB97M-V with the def2-TZVPD basis set.

XYZ file:
```
66
Properties=species:S:1:pos:R:3:forces:R:3
C -7.710920 -15.254630 17.565000 0.63 -0.46 0.54
C -6.196080 -14.954080 17.424960 -0.96 -0.43 -0.39
O -5.943590 -14.569480 16.088590 0.46 1.41 -0.33
H -7.951010 -16.121400 16.949240 -0.05 -0.33 0.34
H -8.437770 -14.503000 17.257060 0.72 0.66 -0.28
H -7.936370 -15.396540 18.621940 -0.10 -0.57 0.04
H -5.510500 -15.766540 17.665750 -0.57 -0.71 0.15
H -5.880460 -14.220950 18.167260 -0.11 0.78 -0.62
H -5.828110 -15.291910 15.467020 -0.06 -0.31 0.52
O -10.828060 -13.121010 18.376480 -0.44 0.05 0.82
H -10.701860 -14.036070 18.125510 0.03 -0.21 -0.05
H -10.665930 -12.627160 17.572700 0.47 0.12 -0.81
O -13.569170 -12.743810 19.418940 -0.43 0.10 0.29
H -14.220190 -12.786010 18.718500 -0.21 -0.02 -0.16
H -12.727890 -12.715200 18.963240 0.72 -0.17 -0.15
C -10.800410 -12.388450 24.819890 -0.36 1.19 -0.84
C -10.296060 -11.062990 24.138700 1.17 -1.25 -1.14
C -10.673870 -11.055230 22.662750 0.44 -1.78 0.63
O -10.044250 -10.053990 21.914440 -0.79 -0.25 -0.88
C -10.389090 -10.176810 20.525400 0.14 1.46 -0.36
N -10.844460 -9.906820 24.717580 -1.19 0.92 1.81
H -11.679550 -12.642940 24.227900 -0.41 -0.26 0.47
H -11.073120 -12.180960 25.854630 -0.13 -0.08 -0.05
H -10.156560 -13.267550 24.792950 0.41 0.40 -0.16
H -9.215840 -10.973400 24.253630 0.50 -0.60 -0.45
H -11.762840 -11.069250 22.617470 -0.28 0.54 -0.22
H -10.370130 -12.037680 22.301320 0.15 -0.26 -0.48
H -10.227570 -11.133930 20.029480 0.57 -0.25 0.51
H -9.867490 -9.357280 20.031010 0.68 -0.36 -0.09
H -11.400990 -9.901810 20.227840 -0.74 -0.19 0.94
H -10.493420 -9.067250 24.279420 0.08 0.03 -0.15
H -10.483870 -9.934510 25.660610 -0.29 0.73 0.42
C -10.297180 -10.701300 13.856350 0.40 -0.10 -0.27
C -10.478270 -10.939970 15.381190 -0.31 0.47 -1.76
C -11.959190 -10.818580 15.716790 -0.09 0.47 0.07
O -12.289500 -9.447410 15.829040 0.63 0.38 0.98
C -13.345680 -9.248650 16.751010 -0.89 -0.07 -1.03
N -9.942770 -12.265630 15.650520 -0.43 -0.36 0.47
H -10.245400 -9.661450 13.533670 0.02 -0.09 0.05
H -11.009650 -11.232280 13.225040 -1.05 0.28 0.42
H -9.452310 -11.282480 13.486870 0.93 0.68 0.31
H -9.960390 -10.184750 15.972410 0.14 -0.07 -0.04
H -12.201190 -11.301750 16.663400 0.03 -0.38 -0.01
H -12.589340 -11.185820 14.906760 0.02 -0.76 0.08
H -13.348020 -9.902910 17.622810 0.66 0.16 0.30
H -14.256040 -9.541260 16.227820 -0.52 0.17 0.00
H -13.427560 -8.191670 17.004340 0.24 -0.15 0.09
H -8.975640 -12.269270 15.359390 0.42 0.09 0.34
H -10.358110 -12.834650 14.926770 -0.32 -0.65 0.06
C -12.987780 -16.742630 15.916810 -0.40 1.51 -0.21
C -13.560800 -15.345050 16.172230 0.73 0.76 -0.79
C -13.723500 -14.462480 14.807590 -0.11 -0.26 1.66
O -14.416620 -13.233710 15.091330 -1.17 0.15 0.15
C -14.970750 -12.512420 13.975360 1.06 -0.73 -0.98
N -14.800450 -15.485680 16.861980 -1.57 0.08 -0.33
H -13.719500 -17.300220 15.332190 0.41 -0.38 0.00
H -12.835730 -17.125660 16.925910 0.09 -0.60 -0.30
H -12.033760 -16.536430 15.431610 0.13 -0.78 -0.19
H -12.828880 -14.960760 16.882660 0.40 1.14 -0.37
H -14.208880 -15.143120 14.108140 -0.65 0.26 -0.17
H -12.793450 -14.152660 14.331030 0.56 -0.42 0.28
H -14.166100 -12.305190 13.269880 0.31 -0.09 -0.27
H -15.395690 -11.519530 14.122660 0.08 -0.20 1.33
H -15.720270 -13.053890 13.398180 -0.12 -0.50 0.30
H -15.333840 -14.629890 16.918740 0.10 0.10 0.00
H -14.712350 -15.882960 17.786370 0.17 0.04 -0.04
```
Forces are in eV/Å.

Output
Frontier orbital gap   9.28 eV
SMILES   COC[C@H](C)N.COC[C@H](C)N.COC[C@H](C)N.CCO.O.O
Electronic energy   -31967.07969 eV
ΔE to the lowest compared entry with this formula, charge and spin   227.2 kJ/mol
Lowest unoccupied orbital energy   0.439 eV
HOMO energy   -8.8 eV
Spin multiplicity   1


2.
A cluster of 9 separate species, C14H44N3O11 in total in a non-equilibrium geometry. Source: the OMol25 dataset; level of theory: ωB97M-V with the def2-TZVPD basis set.

XYZ file:
```
72
Properties=species:S:1:pos:R:3:forces:R:3
N -0.044395 0.534838 -0.115422 -1.25 -0.51 0.54
O -1.232374 0.864342 -0.001412 0.74 0.14 -0.19
O 0.434462 0.309193 -1.268767 0.34 0.66 0.21
O 0.659591 0.358630 0.903433 0.27 0.13 -0.51
C 4.630280 1.755792 1.708652 -1.05 -0.28 -0.52
O 3.259937 2.096592 1.913347 0.12 -0.06 0.47
H 4.693015 0.814871 1.148587 0.18 0.15 -0.14
H 5.097462 2.561865 1.137963 0.50 -0.17 0.22
H 5.079122 1.561271 2.680456 0.11 0.42 0.05
H 2.815443 2.116910 1.055031 0.24 -0.15 -0.13
C 3.122634 3.195844 -1.738163 0.57 -0.24 0.73
O 3.008814 1.951044 -1.033019 -0.66 0.34 -0.52
H 4.149336 3.266168 -2.096571 0.01 0.05 -0.04
H 2.453577 3.288568 -2.591210 -0.16 -0.14 0.05
H 2.957475 3.994293 -1.010550 -0.10 0.31 -0.29
H 2.078115 1.685882 -1.126873 0.24 -0.53 0.07
C -4.193274 2.871762 -0.275891 -0.07 0.44 -0.52
O -4.030192 3.271950 -1.645188 0.08 -0.27 0.02
H -4.881973 3.571760 0.201204 -0.01 -0.26 0.34
H -4.605504 1.864791 -0.274036 -0.01 0.02 0.11
H -3.233839 2.870438 0.243955 -0.02 -0.02 0.01
H -4.311979 4.181140 -1.739963 0.02 0.10 0.06
C -0.658267 3.688246 -2.658250 0.22 -0.04 0.57
O -0.552298 2.379593 -3.176188 0.05 0.27 -0.12
H 0.294517 3.989296 -2.205573 -0.03 0.20 0.03
H -0.893850 4.415372 -3.434224 0.00 -0.26 -0.29
H -1.435680 3.767796 -1.892818 -0.06 -0.07 -0.02
H -0.293456 1.797552 -2.443280 -0.22 -0.24 -0.19
C 1.331718 -1.221448 3.960125 -0.88 -0.35 1.61
O 1.489481 -1.820613 5.036457 0.10 0.31 -0.83
N 2.341231 -0.609845 3.308157 0.77 -0.03 -0.32
N 0.093047 -1.041060 3.414141 0.49 0.22 -0.72
H 3.219786 -0.555382 3.787677 -0.04 -0.12 0.04
H 2.266404 -0.120778 2.431766 -0.33 0.17 0.06
H 0.039529 -0.562574 2.525106 -0.24 0.04 -0.04
H -0.724981 -1.461189 3.802639 0.14 -0.27 0.24
C -2.016654 1.331442 4.934118 0.35 -0.58 -0.17
C -2.706061 1.695897 3.645852 -0.75 1.02 -1.01
C -3.118774 0.555893 2.743157 0.59 -1.27 0.36
O -3.936366 2.416788 3.917573 -0.01 -0.08 0.04
H -2.590324 0.546024 5.434525 0.07 -0.01 0.02
H -1.891398 2.147613 5.647546 -0.15 0.25 -0.22
H -1.018812 0.952630 4.702947 -0.05 -0.11 0.13
H -2.119353 2.321180 2.955636 0.44 0.19 0.72
H -2.330025 -0.201170 2.668774 0.10 0.14 0.30
H -3.209981 0.832521 1.696275 -0.59 0.33 0.14
H -3.983070 0.036930 3.165290 -0.19 0.17 -0.28
H -3.748770 3.118894 4.547951 0.10 -0.02 -0.05
C 1.578636 -4.306217 -0.769559 0.39 -0.99 0.49
C 1.809446 -2.832994 -0.507180 0.08 -0.37 0.10
C 3.190812 -2.493807 0.039481 0.42 0.02 -0.41
O 1.584670 -2.155926 -1.743614 -0.23 0.44 0.37
H 0.607178 -4.493124 -1.224774 -0.05 0.14 -0.02
H 1.637468 -4.905546 0.148982 -0.28 0.37 0.16
H 2.346996 -4.803294 -1.372737 0.02 0.56 -0.39
H 1.079375 -2.506651 0.243394 -0.13 0.07 -0.13
H 3.417679 -2.898920 1.026492 -0.37 0.02 0.10
H 3.291428 -1.406620 0.064676 0.00 -0.01 0.16
H 3.976267 -2.867585 -0.625985 -0.13 0.01 -0.14
H 1.356355 -1.230419 -1.500581 0.13 -0.20 -0.34
C -2.264013 -4.449923 -3.771169 0.42 -0.42 -0.34
C -1.128738 -3.439278 -3.773724 -0.21 0.23 0.55
C -1.173293 -2.517242 -4.988409 -0.27 -0.54 -0.07
O -1.277525 -2.640801 -2.594372 0.39 -0.38 -0.13
H -2.161135 -5.171778 -2.959522 0.01 0.25 0.23
H -2.179117 -5.054066 -4.682203 -0.37 0.19 -0.08
H -3.232950 -3.959686 -3.689748 -0.03 0.00 -0.15
H -0.191671 -4.007786 -3.717070 0.10 0.19 -0.11
H -2.109416 -1.963967 -4.900123 0.11 0.23 -0.15
H -1.198609 -3.088749 -5.922013 0.03 0.00 0.03
H -0.329540 -1.832436 -5.032394 -0.01 0.08 0.18
H -0.383631 -2.360740 -2.338790 -0.04 0.13 0.10
```
Forces are in eV/Å.

Output
Frontier orbital gap   9.63 eV
Electronic energy   -42223.39912 eV
ΔE to the lowest compared entry with this formula, charge and spin   30.7 kJ/mol
Total charge   -1
Lowest unoccupied orbital energy   2.755 eV
HOMO energy   -6.9 eV
Spin multiplicity   1


3.
A cluster of 8 separate species, C14H44O8 in total in a non-equilibrium geometry. Source: the OMol25 dataset; level of theory: ωB97M-V with the def2-TZVPD basis set.

XYZ file:
```
66
Properties=species:S:1:pos:R:3:forces:R:3
C 3.620714 35.937532 33.520182 -2.60 5.92 -4.53
O 3.734987 35.417921 32.241686 0.36 -2.39 -2.02
H 4.390404 36.749626 33.387589 -0.81 -0.37 2.12
H 3.673196 35.235225 34.199790 0.88 -3.04 3.97
H 2.526973 36.359240 33.445119 2.07 -0.06 1.25
H 3.832836 34.466509 32.334324 0.06 -0.02 -0.54
C 3.640776 36.953594 27.371550 -2.00 -0.06 -1.11
O 3.148191 38.010460 28.313742 0.12 -2.30 -2.51
H 4.422433 36.182375 27.687551 -2.22 -0.03 1.19
H 4.421530 37.363053 26.763221 -0.42 1.37 -1.52
H 2.631776 36.586778 26.737986 3.29 0.63 1.75
H 3.808523 37.887418 28.957040 1.15 0.38 2.30
C 6.832500 35.209458 29.829729 3.85 -3.87 2.66
O 7.400154 35.605107 31.097959 -2.35 -0.53 0.82
H 7.401688 35.738469 29.167911 0.98 1.11 -2.66
H 5.876723 35.507177 29.856266 -3.65 0.54 -0.24
H 7.076669 34.056902 29.744134 -1.11 2.15 -0.33
H 8.260351 35.878726 30.922039 2.28 0.65 -0.21
C 4.857099 41.016087 26.342418 0.22 -1.48 1.90
O 5.908191 41.378024 27.232889 2.12 1.12 1.94
H 4.556063 41.797349 25.729029 -0.75 1.98 -0.72
H 3.900271 40.559165 26.885185 2.46 0.66 -0.98
H 5.424812 40.415246 25.712493 -0.41 -2.26 -1.70
H 6.922640 41.220938 27.067607 -3.66 0.00 -0.50
C 0.883020 37.606655 30.943891 -2.30 5.68 3.28
O 1.889732 38.315009 31.590416 -3.88 0.67 3.91
H 0.921939 37.589993 29.981906 1.54 -0.39 -6.34
H 0.015764 38.324132 30.973726 -0.18 -1.39 0.93
H 0.791543 36.688390 31.284283 -1.08 -4.32 2.03
H 2.567106 38.233736 31.055678 5.98 -0.29 -3.82
C 8.940421 39.955193 32.906224 0.78 2.30 -1.22
C 10.013117 40.904506 32.107097 -0.64 0.59 1.85
C 9.349280 41.795577 31.141324 -5.41 -1.03 -1.09
O 10.656328 41.798408 33.089889 -0.96 -1.02 0.03
H 8.340402 39.345650 32.228162 -0.18 0.58 -0.31
H 8.265276 40.681003 33.518386 1.33 -1.56 -0.87
H 9.470499 39.198595 33.438714 0.39 -0.04 1.18
H 10.849135 40.510856 31.535740 -0.16 -1.43 0.31
H 8.665755 41.134232 30.445673 1.36 0.87 0.97
H 9.987818 42.284742 30.452604 0.65 1.03 -0.19
H 8.478233 42.415822 31.617518 2.10 -0.49 -0.69
H 11.552916 41.868178 32.791500 0.74 0.25 0.06
C 6.166017 39.074293 29.654996 -2.47 8.64 -0.06
C 5.748954 38.695721 30.994991 -4.20 1.53 -1.21
C 4.993500 39.805088 31.750056 6.81 -1.20 2.82
O 4.822572 37.651576 30.684889 -0.74 -2.07 3.80
H 6.612437 38.332156 29.285570 3.53 -6.11 -3.37
H 7.022684 39.826604 29.909840 -1.62 -0.50 -1.39
H 5.278803 39.447191 28.786177 2.75 -0.67 3.08
H 6.599952 38.358970 31.459357 1.78 -1.12 1.71
H 5.644107 40.667953 32.031752 0.35 -0.31 -0.93
H 4.850700 39.550172 32.760022 -1.40 -1.06 1.22
H 4.275029 40.224904 31.266216 -5.01 1.95 -2.95
H 4.616796 37.182425 31.593630 0.25 0.85 -3.02
C 6.051334 41.497558 37.102167 -1.69 5.56 -1.27
C 5.566901 41.700912 35.652656 -3.77 2.21 3.08
C 4.054186 41.584038 35.489369 -0.51 4.67 -1.42
O 5.927833 42.972965 35.255257 3.45 0.48 -1.92
H 6.068449 40.559047 37.241340 0.35 -7.14 1.53
H 5.456729 41.958725 37.935505 0.23 -0.08 -1.18
H 7.029090 41.887766 37.138174 1.31 0.43 0.27
H 5.825858 40.991913 34.999459 2.44 -2.95 -2.34
H 3.536390 41.673530 34.459895 1.50 0.16 1.35
H 3.540961 42.271618 36.184258 0.26 0.49 -0.53
H 3.710608 40.751921 35.863658 -1.44 -5.19 1.81
H 6.891954 42.795268 34.967308 -2.09 1.34 0.56
```
Forces are in eV/Å.

Output
Frontier orbital gap   10.36 eV
SMILES   CC(C)O.CC(C)O.CC(C)O.CO.CO.CO.CO.CO
Electronic energy   -31599.47151 eV
ΔE to the lowest compared entry with this formula, charge and spin   1110.0 kJ/mol
Lowest unoccupied orbital energy   0.371 eV
HOMO energy   -10.0 eV
Spin multiplicity   1


Q: What is the formula in the first record?
A: C14H43N3O6


Q: Among the records above, which one has the lowest HOMO energy?
A: C14H44O8


Q: Which of these has the lowest electronic energy?
A: C14H44N3O11